A.
A single C6H8 molecule. Source: the OMol25 dataset; level of theory: wB97M-V/def2-TZVPD.

The calculation puts the HOMO energy at -9.698 eV. The calculation puts the gap between HOMO and LUMO at 10.84 eV. As for the SMILES: C#C[C@H](C)C=C.

Last column: Mulliken charge in e.
CARTESIAN COORDINATES (ANGSTROEM)
C  -0.57  -2.33  1.53  0.275
C  -0.28  -1.24  1.17  -0.863
C  0.92  -0.54  -1.58  -0.807
C  1.09  0.10  -0.43  -0.337
C  -1.30  0.82  0.09  -1.328
C  0.01  0.07  0.61  0.377
H  -0.75  -3.32  2.05  0.398
H  1.73  -0.71  -2.21  0.343
H  0.20  -1.29  -1.83  0.285
H  1.83  0.81  -0.35  0.371
H  -2.08  0.08  -0.31  0.324
H  -1.92  1.18  1.02  0.315
H  -1.18  1.52  -0.62  0.453
H  0.42  0.65  1.51  0.195

B.
A single C6H8 molecule. Source: the OMol25 dataset; level of theory: wB97M-V/def2-TZVPD.

The calculation puts the HOMO energy at -7.936 eV. The calculation puts the gap between HOMO and LUMO at 9.23 eV. As for the SMILES: C1[C@H]2[C@@H]1[C@H]1C[C@@H]21.

Last column: Mulliken charge in e.
CARTESIAN COORDINATES (ANGSTROEM)
C  -2.95  -0.03  0.77  -0.605
C  -2.88  -0.75  -0.52  -0.236
C  -2.26  0.71  -0.44  -0.349
C  -0.90  0.14  -0.85  -0.197
C  -0.38  -0.95  0.05  -0.647
C  -1.48  -1.27  -0.91  -0.210
H  -2.35  -0.31  1.64  0.135
H  -3.94  0.36  1.01  0.256
H  -3.77  -1.06  -1.06  0.379
H  -2.72  1.55  -0.96  0.347
H  -0.26  0.60  -1.61  0.373
H  0.60  -1.33  -0.24  0.249
H  -0.54  -0.93  1.13  0.130
H  -1.33  -1.97  -1.74  0.376

Stability check: which of them is least stable? A.

A.
A single C6H8 molecule. Source: the OMol25 dataset; level of theory: wB97M-V/def2-TZVPD.

The calculation puts the HOMO energy at -8.351 eV. The calculation puts the gap between HOMO and LUMO at 8.45 eV.

Last column: Mulliken charge in e.
CARTESIAN COORDINATES (ANGSTROEM)
C  -1.28  -0.30  0.49  -0.490
C  0.00  0.56  0.64  -0.614
C  1.47  0.97  -1.11  -0.751
C  0.79  -0.78  0.67  -0.476
C  -0.24  -0.92  -0.47  -0.383
C  0.10  0.53  -0.96  0.125
H  -2.17  0.17  0.06  0.257
H  -1.51  -0.89  1.38  0.246
H  0.11  1.47  1.24  0.448
H  1.41  2.07  -1.28  0.184
H  1.83  -0.75  0.37  0.382
H  0.61  -1.40  1.55  0.250
H  -0.39  -1.79  -1.12  0.457
H  -0.72  1.06  -1.46  0.363

B.
A single C6H8 molecule. Source: the OMol25 dataset; level of theory: wB97M-V/def2-TZVPD.

The calculation puts the HOMO energy at -9.297 eV. The calculation puts the gap between HOMO and LUMO at 10.35 eV. As for the SMILES: C=CCC#CC.

Last column: Mulliken charge in e.
CARTESIAN COORDINATES (ANGSTROEM)
C  1.25  -0.17  -0.07  -0.393
C  0.49  -0.95  0.52  0.506
C  1.31  1.00  -1.01  -0.245
C  -1.17  0.76  -0.83  -0.670
C  -0.09  1.37  -1.25  -0.204
C  -0.19  -1.75  1.55  -1.141
H  1.97  1.83  -0.78  0.336
H  1.68  0.72  -2.08  0.198
H  -2.15  1.21  -1.01  0.238
H  -1.04  -0.18  -0.36  0.137
H  -0.36  2.15  -1.92  0.296
H  0.63  -2.04  2.16  0.354
H  -0.61  -2.61  1.04  0.290
H  -0.86  -1.22  2.24  0.298

Stability check: which of them is least stable? A.

A.
A single C3H6N4O molecule. Source: the OMol25 dataset; level of theory: wB97M-V/def2-TZVPD.

The calculation puts the HOMO energy at -7.170 eV. The calculation puts the gap between HOMO and LUMO at 7.79 eV.

Last column: Mulliken charge in e.
CARTESIAN COORDINATES (ANGSTROEM)
C  0.54  1.46  0.61  -0.686
C  -0.12  0.56  -0.35  0.459
C  0.32  -1.71  0.60  -0.408
N  -0.68  1.00  -1.43  -0.129
N  -0.98  0.05  -2.24  -0.645
N  -0.65  -1.14  -1.58  0.004
N  -0.08  -0.86  -0.35  0.130
O  0.32  1.20  1.99  -0.503
H  1.59  1.35  0.44  0.287
H  0.29  2.50  0.33  0.300
H  0.40  -2.68  0.29  0.225
H  0.52  -1.15  1.41  0.364
H  -0.62  1.54  2.04  0.371
H  -0.85  -2.11  -1.76  0.231

B.
A molecular structure, C3H6N4O. Source: the OMol25 dataset; level of theory: wB97M-V/def2-TZVPD.

The calculation puts the HOMO energy at -8.351 eV. The calculation puts the gap between HOMO and LUMO at 8.35 eV.

Last column: Mulliken charge in e.
CARTESIAN COORDINATES (ANGSTROEM)
C  1.34  0.27  0.07  0.481
C  0.59  1.36  -0.16  -0.602
C  -0.80  0.93  -0.20  0.450
H  3.52  0.25  -0.69  0.346
H  2.58  -1.39  0.39  0.382
H  1.03  2.34  -0.33  0.323
H  -2.77  0.92  0.20  0.338
H  -2.18  -1.51  1.20  0.246
H  -2.06  -1.90  -0.63  0.277
N  2.66  -0.07  0.33  -0.708
N  -1.82  1.53  0.23  -0.689
N  -0.71  -0.56  -0.37  0.130
N  -2.01  -1.15  0.11  -0.567
O  0.63  -1.01  -0.16  -0.409

Stability check: which of them is least stable? B.

A.
A single C3H6N4O molecule. Source: the OMol25 dataset; level of theory: wB97M-V/def2-TZVPD.

The calculation puts the HOMO energy at -8.583 eV. The calculation puts the gap between HOMO and LUMO at 9.13 eV. As for the SMILES: CNC1=NN=CNO1.

Last column: Mulliken charge in e.
CARTESIAN COORDINATES (ANGSTROEM)
C  -1.86  1.22  1.75  -0.769
C  -0.14  0.21  0.28  0.413
C  0.88  -0.97  -1.66  0.043
H  -2.03  2.13  2.53  0.260
H  -2.67  0.91  1.07  0.283
H  -2.02  0.10  2.24  0.243
H  0.14  1.85  1.65  0.285
H  1.20  -1.22  -2.83  0.294
H  2.54  -0.26  -1.19  0.285
N  -0.64  1.22  1.21  -0.072
N  -0.73  -0.96  0.14  -0.373
N  -0.23  -1.48  -1.22  -0.339
N  1.79  -0.47  -0.66  -0.302
O  1.02  0.68  -0.25  -0.249

B.
A single C3H6N4O molecule. Source: the OMol25 dataset; level of theory: wB97M-V/def2-TZVPD.

The calculation puts the HOMO energy at -8.704 eV. The calculation puts the gap between HOMO and LUMO at 9.54 eV. As for the SMILES: CNC1=NN=CNO1.

Last column: Mulliken charge in e.
CARTESIAN COORDINATES (ANGSTROEM)
C  -1.59  -1.16  -1.61  -0.807
C  0.02  0.19  -0.01  0.558
C  1.46  0.49  1.99  0.035
H  -1.60  -1.26  -2.70  0.344
H  -1.17  -2.15  -1.32  0.276
H  -2.72  -1.20  -1.26  0.238
H  -0.62  0.71  -1.88  0.258
H  2.42  0.63  2.66  0.267
H  1.64  2.33  1.39  0.320
N  -0.66  -0.07  -1.22  -0.172
N  -0.16  -0.60  1.04  -0.362
N  1.04  -0.68  1.83  -0.381
N  0.97  1.58  1.23  -0.322
O  0.94  1.19  -0.14  -0.254

Stability check: which of them is least stable? A.

A.
2 unconnected molecules or ions with the total composition C3H6N4O. Source: the OMol25 dataset; level of theory: wB97M-V/def2-TZVPD.

The calculation puts the HOMO energy at -8.568 eV. The calculation puts the gap between HOMO and LUMO at 7.72 eV.

Last column: Mulliken charge in e.
CARTESIAN COORDINATES (ANGSTROEM)
C  0.21  0.00  -1.54  -0.685
C  -0.37  0.52  -0.17  -0.126
C  -0.48  -0.28  1.00  0.863
H  1.75  -0.93  -0.72  0.251
H  0.37  -2.12  -1.02  0.299
H  -0.75  -0.36  -1.87  0.359
H  0.85  0.89  -1.96  0.331
H  -0.27  2.69  -0.04  0.350
H  0.36  -1.34  2.56  0.418
N  1.06  -1.26  -1.40  -0.619
N  -0.65  1.66  0.29  0.282
N  -0.91  1.68  1.56  -0.779
N  -0.76  0.41  2.04  -0.312
O  -0.41  -1.56  1.27  -0.631

B.
A molecular structure, C3H6N4O. Source: the OMol25 dataset; level of theory: wB97M-V/def2-TZVPD.

The calculation puts the HOMO energy at -9.141 eV. The calculation puts the gap between HOMO and LUMO at 9.24 eV.

Last column: Mulliken charge in e.
CARTESIAN COORDINATES (ANGSTROEM)
C  -0.96  0.78  -1.38  -0.746
C  0.41  -0.21  0.47  0.357
C  0.90  0.49  1.66  0.212
H  -0.95  1.35  -2.67  0.193
H  -1.85  -0.11  -1.00  0.444
H  -1.18  2.10  -0.36  0.162
H  0.74  0.75  -2.51  0.342
H  -1.01  -1.59  1.36  0.328
H  -0.39  -1.14  -1.47  0.579
N  0.35  0.23  -1.70  -0.329
N  1.04  0.35  -0.47  -0.411
N  -0.92  -0.80  0.52  -0.172
N  1.24  0.79  2.71  -0.395
O  -1.18  -1.46  -0.66  -0.563

C.
A molecular structure, C3H6N4O. Source: the OMol25 dataset; level of theory: wB97M-V/def2-TZVPD.

The calculation puts the HOMO energy at -9.723 eV. The calculation puts the gap between HOMO and LUMO at 9.75 eV.

Last column: Mulliken charge in e.
CARTESIAN COORDINATES (ANGSTROEM)
C  -2.00  0.25  0.01  0.446
C  1.61  -1.01  0.24  -0.334
C  2.69  0.09  0.23  0.141
H  -0.86  1.89  -0.56  0.269
H  -2.37  2.32  0.75  0.351
H  -0.86  -1.66  -0.16  0.219
H  0.75  -0.46  -1.34  0.249
H  1.76  -2.11  -0.35  0.350
H  1.00  -1.19  1.49  0.290
N  -1.73  1.57  -0.15  -0.485
N  -0.83  -0.72  -0.32  -0.097
N  0.47  0.00  -0.52  -0.451
N  3.38  1.29  0.21  -0.367
O  -3.02  -0.25  0.48  -0.582

D.
2 unconnected molecules or ions with the total composition C3H6N4O. Source: the OMol25 dataset; level of theory: wB97M-V/def2-TZVPD.

The calculation puts the HOMO energy at -9.569 eV. The calculation puts the gap between HOMO and LUMO at 9.94 eV.

Last column: Mulliken charge in e.
CARTESIAN COORDINATES (ANGSTROEM)
C  -1.20  -1.56  0.14  0.033
C  0.57  0.22  -0.32  0.329
C  0.51  2.48  0.49  0.045
H  -1.43  -3.46  -0.37  0.226
H  -1.59  -0.76  0.90  0.238
H  0.38  -1.65  -1.26  0.262
H  2.25  0.01  -1.55  0.242
H  -0.81  1.01  1.02  0.152
H  1.32  2.77  -0.19  0.398
N  -1.66  -2.79  0.41  -0.546
N  -0.14  -1.02  -0.80  -0.174
N  1.91  0.40  -0.27  -0.623
N  -0.02  1.11  0.48  -0.038
O  -0.09  3.24  1.33  -0.546

Stability check: which of them is least stable? B.

A.
A molecular structure, C3H6N4O. Source: the OMol25 dataset; level of theory: wB97M-V/def2-TZVPD.

The calculation puts the HOMO energy at -9.394 eV. The calculation puts the gap between HOMO and LUMO at 9.32 eV.

Last column: Mulliken charge in e.
CARTESIAN COORDINATES (ANGSTROEM)
C  1.84  0.08  -0.70  -0.600
C  0.43  0.36  -0.37  0.698
C  -2.02  0.02  0.25  0.132
H  2.43  0.65  1.64  0.371
H  1.94  -1.06  -1.50  0.313
H  2.47  1.28  -1.47  0.304
H  -3.05  -0.38  0.11  0.260
H  -1.87  -1.88  -0.19  0.328
H  0.76  -1.28  -0.06  0.409
N  -0.13  1.44  0.16  -0.465
N  -1.61  1.08  -0.01  -0.291
N  -1.34  -1.20  0.37  -0.423
N  -0.18  -0.92  -0.65  -0.470
O  2.33  -0.37  0.91  -0.567

B.
A single C3H6N4O molecule. Source: the OMol25 dataset; level of theory: wB97M-V/def2-TZVPD.

The calculation puts the HOMO energy at -8.356 eV. The calculation puts the gap between HOMO and LUMO at 8.88 eV. As for the SMILES: [H]/N=C/N/N=C\NC=O.

Last column: Mulliken charge in e.
CARTESIAN COORDINATES (ANGSTROEM)
C  2.37  -0.12  0.05  0.080
C  -1.04  -1.32  -0.03  -0.075
C  -2.05  1.11  -0.02  0.142
H  3.98  0.86  0.20  0.236
H  2.74  -1.19  0.44  0.291
H  0.39  0.86  -0.32  0.311
H  -1.44  -2.25  -0.04  0.396
H  -2.89  -0.74  0.04  0.208
H  -3.10  1.49  0.01  0.321
N  3.00  0.99  -0.10  -0.613
N  0.96  -0.06  -0.17  0.072
N  0.21  -1.22  -0.04  -0.582
N  -2.03  -0.27  -0.05  -0.207
O  -1.12  1.85  0.03  -0.581

C.
2 unconnected molecules or ions with the total composition C3H6N4O. Source: the OMol25 dataset; level of theory: wB97M-V/def2-TZVPD.

The calculation puts the HOMO energy (alpha / beta) at -8.346 / -8.731 eV. The calculation puts the gap between HOMO and LUMO (alpha / beta) at 8.90 / 9.10 eV.

Last column: Mulliken charge in e.
CARTESIAN COORDINATES (ANGSTROEM)
C  0.65  -0.55  -2.33  0.009
C  0.93  -1.23  -1.13  -0.302
C  0.16  1.85  2.21  -0.360
N  -0.63  -0.27  -2.38  -0.596
N  -0.19  -1.26  -0.41  -0.415
N  -1.06  -0.78  -1.26  0.380
N  -1.23  0.05  1.82  -0.333
O  -0.84  1.22  1.69  -0.020
H  1.32  -0.15  -3.20  0.332
H  0.62  2.77  1.80  0.254
H  1.90  -1.42  -0.72  0.365
H  0.81  1.28  2.79  0.267
H  -2.00  -0.97  -1.08  0.226
H  -0.44  -0.55  2.19  0.194

D.
A molecular structure, C3H6N4O. Source: the OMol25 dataset; level of theory: wB97M-V/def2-TZVPD.

The calculation puts the HOMO energy at -9.395 eV. The calculation puts the gap between HOMO and LUMO at 8.20 eV.

Last column: Mulliken charge in e.
CARTESIAN COORDINATES (ANGSTROEM)
C  2.22  -0.20  0.03  -0.498
C  -2.28  -0.65  -0.09  0.100
C  -0.84  1.06  0.12  0.393
H  2.53  -0.66  -1.30  0.248
H  2.41  -1.07  1.54  0.255
H  2.81  1.46  0.32  0.192
H  -1.02  -2.12  0.32  0.233
H  -3.30  -1.10  -0.32  0.353
H  0.52  2.29  0.13  0.255
N  -0.03  -0.24  0.43  -0.029
N  -1.07  -1.26  -0.14  -0.278
N  -2.21  0.64  -0.11  -0.537
N  -0.51  2.15  -0.21  -0.462
O  0.79  -0.31  -0.73  -0.225

Stability check: which of them is least stable? D.